Here is ClH10O9 as an isolated structure from the Open Molecules 2025 dataset. Energies are from the ωB97M-V functional and the def2-TZVPD basis.

electronic energy	-1142.99401	a.u.
ΔE to the lowest compared entry with this formula, charge and spin	5.4576	eV
LUMO energy	0.1220	Eh
frontier orbital gap	9.79	eV

The geometry in ORCA input format:
```
! RIJCOSX wB97M-V def2-TZVPD def2/J DEFGRID3
* xyz -1 1
Cl -0.70365 0.75822 -0.17821
O -1.53397 -0.00639 -1.09550
O -0.62276 2.16773 -0.52519
O -1.09281 0.56812 1.15712
O 0.64704 0.34271 -0.21574
O -0.49512 -2.03489 -1.63475
H 0.25281 -1.97603 -1.04031
H -0.83987 -1.14288 -1.67575
O -2.71611 -1.81110 -1.39355
H -3.01084 -1.26780 -0.66266
H -1.80008 -2.00476 -1.19451
O 2.47508 0.93269 -1.11392
H 3.28481 0.60262 -0.72455
H 1.79891 0.32626 -0.81183
O 0.45660 1.90095 2.21239
H 0.04804 1.38679 1.51601
H -0.23431 2.49231 2.51100
O 1.46762 -0.13029 1.87296
H 1.94443 -0.43901 1.10252
H 0.67413 -0.66522 1.89440
*
```

***

Here is ClH12O6 as an isolated structure from the Open Molecules 2025 dataset. Energies are from the ωB97M-V functional and the def2-TZVPD basis.

electronic energy	-918.83788	a.u.
ΔE to the lowest compared entry with this formula, charge and spin	3.4849	eV
LUMO energy	0.1306	Eh
frontier orbital gap	10.15	eV

The geometry in ORCA input format:
```
! RIJCOSX wB97M-V def2-TZVPD def2/J DEFGRID3
* xyz -1 1
Cl -16.33415 13.79463 -5.74602
O -15.22911 14.00002 -8.03557
H -15.58776 13.94080 -7.15008
H -14.43276 13.46966 -8.00792
O -15.02595 11.44535 -5.88077
H -14.81505 11.41202 -4.94769
H -15.28690 12.35319 -6.03555
O -18.00367 15.32112 -4.63774
H -17.21341 14.85290 -4.90698
H -17.99442 15.27753 -3.68158
O -18.02309 12.87005 -7.66480
H -17.39144 12.56781 -8.31740
H -17.48538 13.18541 -6.93840
O -15.21833 16.46615 -6.32307
H -16.09898 16.74034 -6.57901
H -15.34962 15.63854 -5.86041
O -16.19085 12.82128 -3.36506
H -17.05233 12.74047 -2.95574
H -16.35855 13.27891 -4.18888
*
```

***

Here is a 10-piece molecular cluster, ClH18O9 overall from the Open Molecules 2025 dataset. Energies are from the ωB97M-V functional and the def2-TZVPD basis.

electronic energy	-1148.24357	a.u.
ΔE to the lowest compared entry with this formula, charge and spin	1.4541	eV
LUMO energy	0.1109	Eh
frontier orbital gap	10.20	eV

The geometry in ORCA input format:
```
! RIJCOSX wB97M-V def2-TZVPD def2/J DEFGRID3
* xyz -1 1
Cl -0.19229 0.09104 -0.12429
O -3.11129 0.75904 -0.19929
H -2.18829 0.51304 -0.29129
H -3.56529 0.25704 -0.89329
O 2.65271 0.30904 0.84771
H 1.75671 0.35604 0.64571
H 2.88371 1.28904 1.00571
O 1.75171 0.12104 -2.70629
H 1.37971 -0.70996 -2.84929
H 1.18171 0.30004 -1.98629
O 1.05771 -1.56196 2.45471
H 0.11271 -1.35896 2.55771
H 1.44371 -0.95796 1.85271
O -1.53129 -0.58696 2.72271
H -1.69729 -1.46096 2.36271
H -1.02629 -0.13396 2.12871
O 1.05071 3.07104 0.31271
H 0.61371 2.22604 0.43571
H 1.14571 3.45104 1.16471
O 0.84171 -3.14396 -0.18829
H 1.71371 -3.07396 0.22271
H 0.43071 -2.46996 0.31371
O -2.04029 -2.14996 -1.24329
H -2.27229 -1.75796 -2.14829
H -1.52429 -1.52896 -0.73929
O -0.48629 2.58204 -2.15529
H 0.09371 2.06504 -1.64829
H -0.47529 3.50504 -1.85529
*
```

***

Here is a 11-piece molecular cluster, ClH20O14 overall from the Open Molecules 2025 dataset. Energies are from the ωB97M-V functional and the def2-TZVPD basis.

electronic energy	-1525.38567	a.u.
ΔE to the lowest compared entry with this formula, charge and spin	0.8743	eV
LUMO energy	0.0968	Eh
frontier orbital gap	9.56	eV

The geometry in ORCA input format:
```
! RIJCOSX wB97M-V def2-TZVPD def2/J DEFGRID3
* xyz -1 1
Cl -3.87300 21.63300 12.53100
O -2.74000 20.76500 12.08000
O -5.17100 21.11100 12.03500
O -3.86600 21.70900 14.02800
O -3.64100 23.05000 11.98600
O -3.63500 20.49100 9.53500
H -3.51900 20.73400 10.46500
H -4.36100 19.88700 9.44000
O -1.36600 22.66500 10.03300
H -0.58500 22.45300 10.60700
H -2.01600 22.98600 10.66400
O -8.32100 21.24500 10.95900
H -7.94800 21.43100 11.82600
H -8.01500 21.92500 10.31700
O -4.91900 23.14000 9.44000
H -4.53800 23.33800 10.32500
H -4.59500 22.27500 9.22200
O 0.30400 21.34200 11.99500
H -0.57000 21.08900 12.26900
H 0.89400 21.45400 12.72900
O -0.68000 19.62200 10.05400
H -1.37600 20.23400 9.72600
H -0.11500 20.17800 10.60200
O -1.89900 17.95100 11.68200
H -2.68300 18.20100 12.14600
H -1.65500 18.69400 11.18900
O -6.95500 20.49100 13.95900
H -7.73900 20.15700 13.56400
H -6.35400 20.62900 13.21100
O -4.08700 19.50900 15.91400
H -4.08100 20.30400 15.35300
H -3.57600 19.57000 16.70000
O -4.06000 18.33400 13.10700
H -4.78600 18.34500 12.48600
H -4.37100 18.99600 13.76200
*
```

***

Here is a 13-piece molecular cluster, ClH24O16 overall from the Open Molecules 2025 dataset. Energies are from the ωB97M-V functional and the def2-TZVPD basis.

electronic energy	-1678.21730	a.u.
ΔE to the lowest compared entry with this formula, charge and spin	2.2881	eV
LUMO energy	0.0990	Eh
frontier orbital gap	9.81	eV

The geometry in ORCA input format:
```
! RIJCOSX wB97M-V def2-TZVPD def2/J DEFGRID3
* xyz -1 1
Cl 0.90756 -0.23420 0.74463
O 0.62856 -0.71520 2.18763
O 1.88456 -1.20320 0.02363
O -0.41644 -0.27120 0.00663
O 1.44656 1.20180 0.67663
O -0.44944 -0.82220 4.57763
H -0.28344 -0.01620 4.05863
H 0.13756 -1.47020 4.11063
O 2.78756 -1.56120 -2.60137
H 2.77256 -1.21320 -1.71937
H 2.88656 -2.47520 -2.45737
O -1.02544 2.64780 0.37163
H -1.06944 1.92780 -0.25137
H -1.60644 2.45780 1.07163
O -1.05744 1.48280 -2.38337
H -1.45644 0.65980 -2.24137
H -1.64744 1.80980 -3.06737
O 2.13656 1.31980 -2.03837
H 2.27956 1.52980 -1.16237
H 1.31256 1.68480 -2.26337
O 0.73656 3.45180 2.21063
H 1.40256 2.76080 2.37063
H 0.34456 3.14980 1.41563
O -1.20544 -2.81220 2.05163
H -1.69644 -2.69820 2.87163
H -0.53144 -2.15020 2.15163
O -2.74344 -0.66020 -1.57537
H -2.43444 -1.50320 -1.14937
H -2.84144 -0.97120 -2.50037
O 0.98656 -3.61120 -0.32237
H 1.48356 -4.19720 -1.00937
H 1.25856 -2.70820 -0.24437
O 1.07556 3.97780 -0.89237
H 1.19756 4.75980 -0.44637
H 0.57956 3.34080 -0.37237
O 0.09556 -1.39920 -2.36037
H 1.04256 -1.52820 -2.45737
H -0.02944 -0.93220 -1.52937
O -3.06644 -0.71520 1.62163
H -3.58944 -1.17620 0.93663
H -2.23344 -1.11820 1.58563
*
```

***

Here is a 2-piece molecular cluster, ClH2NO2Si overall from the Open Molecules 2025 dataset. Energies are from the ωB97M-V functional and the def2-TZVPD basis.

electronic energy	-955.97624	a.u.
ΔE to the lowest compared entry with this formula, charge and spin	2.8246	eV
LUMO energy (alpha / beta)	-0.0442 / -0.0441	Eh
frontier orbital gap (alpha / beta)	9.10 / 9.09	eV

The geometry in ORCA input format:
```
! RIJCOSX wB97M-V def2-TZVPD def2/J DEFGRID3
* xyz 0 1
N -0.53017 0.95523 0.02446
O -1.52752 1.09933 -0.66357
O 0.02614 1.85262 0.62754
Si 0.21768 -0.70989 0.14695
Cl -1.15441 -2.04325 -0.28971
H 2.05657 -0.45528 -1.25009
H 0.91171 -0.69876 1.40443
*
```

***

Here is one molecule with the formula ClH2NOS2 from the Open Molecules 2025 dataset. Energies are from the ωB97M-V functional and the def2-TZVPD basis.

electronic energy	-1387.53026	a.u.
ΔE to the lowest compared entry with this formula, charge and spin	2.3596	eV
LUMO energy (alpha / beta)	0.0012 / -0.1102	Eh
frontier orbital gap (alpha / beta)	6.28 / 7.05	eV

The geometry in ORCA input format:
```
! RIJCOSX wB97M-V def2-TZVPD def2/J DEFGRID3
* xyz 0 3
N -0.62778 0.70396 0.37938
O 0.26399 -1.71987 0.00354
S 2.43747 0.46632 0.12020
S 0.54684 -0.34032 -0.25637
Cl -2.21732 0.16538 -0.05904
H -0.56068 0.82290 1.38622
H 0.15748 -0.09837 -1.57392
*
```

***

Here is one molecule with the formula ClH2NP2 from the Open Molecules 2025 dataset. Energies are from the ωB97M-V functional and the def2-TZVPD basis.

electronic energy	-1198.75123	a.u.
ΔE to the lowest compared entry with this formula, charge and spin	2.6371	eV
LUMO energy	-0.0356	Eh
structure (SMILES)	[PH2]#P=NCl
frontier orbital gap	8.43	eV

The geometry in ORCA input format:
```
! RIJCOSX wB97M-V def2-TZVPD def2/J DEFGRID3
* xyz 0 1
P 0.17612 -0.83013 -0.24050
P 2.10802 -0.29290 0.76475
N 2.94063 -0.20792 -0.52835
Cl 4.78797 0.19371 -0.25493
H -0.81543 0.29253 0.02954
H -0.03185 -1.59187 0.89752
*
```